No. 1
2 unconnected molecules or ions with the total composition C9H14 in a non-equilibrium geometry. Source: the OMol25 dataset; level of theory: the ωB97M-V functional and the def2-TZVPD basis.

XYZ file:
```
23
Properties=species:S:1:pos:R:3
C 2.0498 -1.6702 0.5431
C -1.5586 -0.6093 0.9175
C -0.4441 -1.4299 0.7054
C -1.4026 0.7202 1.3841
C 0.8124 -0.9193 0.9512
C -0.0973 1.1826 1.6346
C 0.9981 0.3631 1.4194
H -2.5183 -0.9445 0.5148
H -0.6842 -2.4873 0.4553
H -2.3886 1.3094 1.3497
H -0.0590 2.2265 2.0492
H 2.9830 -1.4503 0.9722
H 2.0896 -1.5292 -0.5394
H 1.9975 0.8657 1.4392
H 1.8956 -2.7546 0.7450
C -0.7860 1.4921 -2.5882
C 0.2248 0.5986 -3.2504
H -0.6795 2.3155 -1.8879
H -1.5168 1.9650 -3.3347
H -1.5019 0.8693 -2.0120
H 0.5794 -0.1548 -2.4795
H -0.0358 0.1229 -4.1716
H 1.0607 1.2789 -3.4017
```

E (Ha): -351.2833
Energy above the lowest of the compared OMol25 structures with the same formula, charge and spin (kcal/mol): 29.4
Orbital gap (eV): 10.068
HOMO level (eV): -9.034
SMILES: Cc1ccccc1.CC

No. 2
2 unconnected molecules or ions with the total composition C9H14 in a non-equilibrium geometry. Source: the OMol25 dataset; level of theory: the ωB97M-V functional and the def2-TZVPD basis.

XYZ file:
```
23
Properties=species:S:1:pos:R:3
C -1.2934 -0.0121 -2.4946
C -2.4514 -0.5020 -1.6503
H -1.4639 1.0487 -2.7050
H -0.3301 -0.0485 -1.9962
H -1.3019 -0.5305 -3.4524
H -3.4559 -0.2133 -1.9835
H -2.4353 -0.1131 -0.6274
H -2.6043 -1.5827 -1.5563
C 1.3060 2.1038 2.0307
C 2.0408 0.2587 0.5123
C 1.1324 0.6755 1.4872
C 1.8127 -0.8731 -0.2552
C 0.0637 -0.0998 1.9131
C 0.7508 -1.6737 0.1640
C -0.0885 -1.3030 1.2121
H 2.8486 0.9544 0.3243
H 2.3542 -1.1427 -1.1480
H 1.0765 2.9082 1.3370
H 2.3769 2.2245 2.2304
H -0.5813 0.2564 2.6971
H 0.4873 -2.6212 -0.2827
H -1.0098 -1.8734 1.2711
H 0.7657 2.1587 2.9724
```

E (Ha): -351.3079
Energy above the lowest of the compared OMol25 structures with the same formula, charge and spin (kcal/mol): 14.0
Orbital gap (eV): 9.966
HOMO level (eV): -8.941
SMILES: Cc1ccccc1.CC

No. 3
2 unconnected molecules or ions with the total composition C9H14 in a non-equilibrium geometry. Source: the OMol25 dataset; level of theory: the ωB97M-V functional and the def2-TZVPD basis.

XYZ file:
```
23
Properties=species:S:1:pos:R:3
C 0.2452 -2.3436 -2.0273
C 0.9448 1.4869 -0.0267
C -0.0022 1.3949 -1.0090
C 1.8241 0.2984 0.1930
C -0.4237 0.0583 -1.6381
C 1.6597 -0.7639 -0.6298
C 0.4106 -1.0097 -1.3984
H 1.2533 2.3105 0.5218
H -0.5255 2.2383 -1.2899
H 2.5989 0.3412 0.9705
H -1.2133 -0.0071 -2.3513
H 2.3338 -1.5274 -0.6392
H -0.8129 -2.4495 -2.5473
H 0.4948 -3.0418 -1.1857
H 0.6602 -2.6838 -3.0035
C -1.1888 0.1058 2.7519
C -2.4587 0.9604 2.6468
H -0.6137 0.1748 1.8659
H -0.4199 0.6098 3.3942
H -1.2159 -0.7946 3.2205
H -3.2651 0.3419 2.1773
H -2.9783 1.3771 3.5235
H -2.3623 1.9852 2.1688
```

E (Ha): -351.2368
Energy above the lowest of the compared OMol25 structures with the same formula, charge and spin (kcal/mol): 58.6
Orbital gap (eV): 9.967
HOMO level (eV): -8.961
SMILES: Cc1ccccc1.CC

No. 4
2 unconnected molecules or ions with the total composition C9H14 in a non-equilibrium geometry. Source: the OMol25 dataset; level of theory: the ωB97M-V functional and the def2-TZVPD basis.

XYZ file:
```
23
Properties=species:S:1:pos:R:3
C 2.7818 -0.8347 -1.3796
C 2.6305 0.6702 -1.7369
H 3.8309 -1.0807 -1.2350
H 2.3543 -0.9301 -0.3774
H 2.1446 -1.3903 -2.0533
H 3.4725 1.3340 -1.5402
H 2.3897 0.7844 -2.7928
H 1.8157 1.0487 -1.1177
C -3.0467 1.5663 0.6964
C -0.9705 -1.5678 0.0263
C -1.8226 -0.4724 -0.1539
C -0.0531 -1.4684 1.0520
C -1.9496 0.5734 0.7648
C 0.0820 -0.3122 1.8097
C -0.9035 0.6353 1.7204
H -0.8604 -2.3493 -0.7078
H -2.4380 -0.4423 -1.0516
H 0.5205 -2.3591 1.2907
H 0.9678 -0.2209 2.4193
H -3.1598 1.8332 -0.3583
H -2.8985 2.3944 1.3817
H -0.8559 1.4546 2.4338
H -4.0316 1.1336 0.9098
```

E (Ha): -351.3016
Energy above the lowest of the compared OMol25 structures with the same formula, charge and spin (kcal/mol): 18.0
Orbital gap (eV): 9.856
HOMO level (eV): -8.871
SMILES: Cc1ccccc1.CC

No. 5
2 unconnected molecules or ions with the total composition C9H14 in a non-equilibrium geometry. Source: the OMol25 dataset; level of theory: the ωB97M-V functional and the def2-TZVPD basis.

XYZ file:
```
23
Properties=species:S:1:pos:R:3
C 0.3883 -2.8399 0.3314
C 2.3586 -0.7494 -2.1330
C 1.8476 -1.8085 -1.4098
C 1.7956 0.4950 -1.8964
C 0.9253 -1.5976 -0.3509
C 0.8861 0.6439 -0.8769
C 0.5316 -0.3080 0.0674
H 2.9736 -1.0222 -2.9830
H 2.0867 -2.8552 -1.5765
H 2.0971 1.3136 -2.5447
H 0.4762 1.6549 -0.8654
H 0.5463 -3.8048 -0.1514
H -0.6873 -2.7535 0.5575
H -0.0125 -0.1221 0.9705
H 0.8066 -3.0517 1.3327
C -2.3252 2.1302 0.6664
C -1.9242 2.1488 2.1358
H -1.6927 1.4989 0.0555
H -3.2691 1.5707 0.6456
H -2.3499 3.1541 0.2791
H -1.5402 1.1521 2.4007
H -2.7681 2.3487 2.7966
H -1.1503 2.8019 2.5490
```

E (Ha): -351.2957
Energy above the lowest of the compared OMol25 structures with the same formula, charge and spin (kcal/mol): 21.7
Orbital gap (eV): 9.918
HOMO level (eV): -8.892
SMILES: Cc1ccccc1.CC

No. 6
2 unconnected molecules or ions with the total composition C9H14 in a non-equilibrium geometry. Source: the OMol25 dataset; level of theory: the ωB97M-V functional and the def2-TZVPD basis.

XYZ file:
```
23
Properties=species:S:1:pos:R:3
C 1.8791 -0.1939 2.3111
C -0.1449 0.7860 1.3959
C 0.6682 -0.3753 1.5827
C -1.4096 0.7652 0.8934
C 0.1214 -1.6196 1.1844
C -1.8843 -0.4641 0.2929
C -1.0210 -1.4931 0.4363
H 0.2195 1.7303 1.8240
H -2.0764 1.6503 0.5578
H 2.2252 0.8121 2.0066
H 2.6362 -0.9496 2.2024
H 0.8429 -2.3341 1.2276
H -2.9266 -0.6405 -0.0986
H -1.5006 -2.4539 -0.0955
H 1.6982 0.0046 3.3702
C -0.6285 0.9813 -2.6107
C 0.6966 0.2011 -2.2099
H -0.6002 1.1142 -3.6222
H -1.4532 0.4425 -2.0203
H -0.6106 2.0018 -2.1845
H 1.0442 -0.1415 -3.1281
H 0.7885 -0.6668 -1.5266
H 1.4359 0.8432 -1.7889
```

E (Ha): -351.2426
Energy above the lowest of the compared OMol25 structures with the same formula, charge and spin (kcal/mol): 54.9
Orbital gap (eV): 9.810
HOMO level (eV): -8.847
SMILES: Cc1ccccc1.CC

No. 7
2 unconnected molecules or ions with the total composition C9H14 in a non-equilibrium geometry. Source: the OMol25 dataset; level of theory: the ωB97M-V functional and the def2-TZVPD basis.

XYZ file:
```
23
Properties=species:S:1:pos:R:3
C 1.9131 0.5606 -2.7550
C 0.5713 -0.0622 -3.3045
H 2.2603 1.5255 -3.4129
H 1.8273 0.8693 -1.6950
H 2.7405 -0.1540 -2.6729
H -0.2245 -0.1379 -2.5648
H 0.6874 -1.0941 -3.4709
H 0.2998 0.6054 -4.1717
C -0.8343 -2.0118 0.4434
C -0.7569 0.5960 0.6264
C -0.6109 -0.7216 1.1282
C -0.5895 1.6726 1.4197
C -0.7002 -0.8151 2.5093
C -0.3542 1.6672 2.8269
C -0.5406 0.2978 3.3469
H -0.9384 0.6826 -0.3565
H -0.6748 2.7760 1.1438
H -0.1148 -2.7719 0.1386
H -0.9862 -1.7434 -0.6346
H -0.9010 -1.7793 2.9810
H 0.2033 2.6014 3.1911
H -0.5643 0.0048 4.4053
H -1.7123 -2.5681 0.8782
```

E (Ha): -351.2317
Energy above the lowest of the compared OMol25 structures with the same formula, charge and spin (kcal/mol): 61.8
Orbital gap (eV): 9.643
HOMO level (eV): -8.823
SMILES: Cc1ccccc1.CC

No. 8
2 unconnected molecules or ions with the total composition C9H14 in a non-equilibrium geometry. Source: the OMol25 dataset; level of theory: the ωB97M-V functional and the def2-TZVPD basis.

XYZ file:
```
23
Properties=species:S:1:pos:R:3
C -2.6386 1.1912 2.0718
C -0.9324 1.6683 0.2961
C -1.7443 0.7380 0.9631
C -0.4063 1.2758 -0.9215
C -0.5870 -0.0239 -1.3275
C -1.6837 -0.6323 0.6591
C -1.1392 -1.0405 -0.5745
H -0.8616 2.5755 0.8830
H 0.1224 2.0357 -1.4952
H -2.4805 0.7053 3.0263
H -3.7122 1.2581 1.8874
H -0.2771 -0.3828 -2.3034
H -2.1335 -1.2780 1.3988
H -1.2923 -2.0478 -0.9263
H -2.4325 2.2534 2.3330
C 2.0679 -1.3225 -0.4896
C 3.4339 -0.7822 -0.9669
H 1.6738 -0.8569 0.4098
H 1.3519 -1.1070 -1.2744
H 2.2467 -2.3792 -0.2800
H 3.3058 -0.6174 -2.0449
H 4.3385 -1.3884 -0.8101
H 3.7803 0.1574 -0.5141
```

E (Ha): -351.2843
Energy above the lowest of the compared OMol25 structures with the same formula, charge and spin (kcal/mol): 28.8
Orbital gap (eV): 9.843
HOMO level (eV): -8.840
SMILES: Cc1ccccc1.CC

No. 9
2 unconnected molecules or ions with the total composition C9H14. Source: the OMol25 dataset; level of theory: the ωB97M-V functional and the def2-TZVPD basis.

XYZ file:
```
23
Properties=species:S:1:pos:R:3
C 2.0944 2.6048 0.5719
C 1.7933 3.6037 1.6795
H 3.0944 2.7285 0.1537
H 1.9973 1.5808 0.9388
H 1.4171 2.6997 -0.2741
H 0.7714 3.9725 1.7164
H 2.4299 4.4914 1.6122
H 2.0489 3.2162 2.6658
C -0.5340 -0.2098 -2.6316
C -0.4855 0.0350 -0.1367
C -0.5998 -0.7873 -1.2526
C -0.6333 -0.4750 1.1485
C -0.9252 -1.8152 1.3369
C -0.8685 -2.1404 -1.0574
C -1.0593 -2.6380 0.2187
H -0.3536 1.0997 -0.2990
H -0.5834 0.2049 1.9895
H 0.2787 -0.6396 -3.2379
H -0.3415 0.8622 -2.6193
H -1.1843 -2.1989 2.3179
H -0.9723 -2.7987 -1.9133
H -1.3054 -3.6792 0.3744
H -1.4286 -0.4527 -3.2082
```

E (Ha): -351.3220
Energy above the lowest of the compared OMol25 structures with the same formula, charge and spin (kcal/mol): 5.1
Orbital gap (eV): 10.049
HOMO level (eV): -9.014
SMILES: Cc1ccccc1.CC

No. 10
2 unconnected molecules or ions with the total composition C9H14 in a non-equilibrium geometry. Source: the OMol25 dataset; level of theory: the ωB97M-V functional and the def2-TZVPD basis.

XYZ file:
```
23
Properties=species:S:1:pos:R:3
C -2.0432 -0.9371 -0.5688
C -0.2022 0.2436 -1.7889
C -1.0400 0.1794 -0.6630
C 0.6263 1.3213 -1.9707
C -0.9500 1.1285 0.3690
C 0.5724 2.3922 -1.0541
C -0.0175 2.1212 0.1565
H -0.2118 -0.4729 -2.6197
H 1.3604 1.3297 -2.7566
H -1.6823 -1.8617 -1.0087
H -3.0160 -0.6401 -0.9402
H -1.4995 0.9952 1.2911
H 1.0969 3.3433 -1.0580
H 0.1664 2.8273 0.9548
H -2.1977 -1.1886 0.5099
C 0.5416 -1.3545 1.8604
C 1.7616 -1.3038 0.8046
H 0.8851 -1.7867 2.8027
H 0.3045 -0.3718 2.2829
H -0.3357 -1.8865 1.5200
H 2.6970 -1.2888 1.3682
H 1.7759 -2.2958 0.3494
H 1.4077 -0.4934 0.1595
```

E (Ha): -351.2897
Energy above the lowest of the compared OMol25 structures with the same formula, charge and spin (kcal/mol): 25.4
Orbital gap (eV): 9.989
HOMO level (eV): -8.937
SMILES: Cc1ccccc1.CC

No. 11
2 unconnected molecules or ions with the total composition C9H14 in a non-equilibrium geometry. Source: the OMol25 dataset; level of theory: the ωB97M-V functional and the def2-TZVPD basis.

XYZ file:
```
23
Properties=species:S:1:pos:R:3
C 2.7508 -2.6179 0.1683
C 1.9308 -3.5062 1.0288
H 2.2261 -1.8477 -0.4282
H 3.3772 -1.9811 0.7890
H 3.3904 -3.1020 -0.5653
H 2.3693 -3.6908 2.0617
H 1.9115 -4.5381 0.6951
H 1.0391 -2.9629 1.2926
C 0.9417 2.6684 -0.4884
C -0.7092 0.9419 -1.4839
C -0.2635 1.7289 -0.3945
C -1.7291 -0.0102 -1.2328
C -2.0688 -0.1888 0.0832
C -0.7423 1.5685 0.9087
C -1.7770 0.6662 1.0967
H -0.6678 1.2637 -2.4002
H -2.0667 -0.7768 -1.9036
H 1.8407 2.0771 -0.6764
H 1.1936 3.2036 0.3862
H -2.7780 -0.9852 0.3006
H -0.3169 2.0482 1.7610
H -2.3702 0.5355 2.0898
H 0.8509 3.2526 -1.5176
```

E (Ha): -351.2590
Energy above the lowest of the compared OMol25 structures with the same formula, charge and spin (kcal/mol): 44.7
Orbital gap (eV): 9.925
HOMO level (eV): -8.960
SMILES: Cc1ccccc1.CC

No. 12
2 unconnected molecules or ions with the total composition C9H14 in a non-equilibrium geometry. Source: the OMol25 dataset; level of theory: the ωB97M-V functional and the def2-TZVPD basis.

XYZ file:
```
23
Properties=species:S:1:pos:R:3
C -2.3519 -0.5368 -1.4424
C -2.3609 0.4849 -0.2837
H -3.3709 -0.7832 -1.7262
H -1.8567 -0.0708 -2.2931
H -1.7474 -1.4020 -1.2078
H -1.4606 1.1050 -0.3077
H -2.4275 0.0071 0.6934
H -3.2004 1.1694 -0.4036
C 1.0348 -2.2061 0.5610
C 1.7949 1.2935 -0.7250
C 1.7095 -0.0810 -0.6549
C 1.4338 2.0698 0.3659
C 1.2213 -0.7013 0.5026
C 0.9601 1.4521 1.5170
C 0.8712 0.0809 1.5944
H 2.1532 1.7338 -1.6430
H 1.9750 -0.7765 -1.4435
H 1.4459 3.1380 0.3481
H 0.7008 2.0981 2.3483
H 0.0117 -2.3956 0.8739
H 1.7783 -2.6504 1.2208
H 0.5504 -0.3770 2.5276
H 1.1353 -2.6519 -0.4224
```

E (Ha): -351.3238
Energy above the lowest of the compared OMol25 structures with the same formula, charge and spin (kcal/mol): 4.0
Orbital gap (eV): 10.096
HOMO level (eV): -9.060
SMILES: Cc1ccccc1.CC